211
Properties=species:S:1:pos:R:3:forces:R:3:lowdin_charge:R:1 method="wB97M-V/def2-TZVPD" total_energy_ha=-3464.370947 orbital_gap_ha=0.308 fmax_ev_per_a=2.8 multiplicity=1 e_lumo_ev=0.44 homo_ev=-7.95 smiles=CC1(C)CCCC(C)(C)N1O.CC1(C)CCCC(C)(C)N1O.CC1(C)CCCC(C)(C)N1O.CC1(C)CCCC(C)(C)N1O.CC1(C)CCCC(C)(C)N1O.COC[C@H](C)N.COC[C@H](C)N.CCO.CCO.CCO relative_energy_kcal_mol=49.82
C 2.803 2.301 -2.513 -0.599 -1.079 -0.877 -0.056
C 1.956 3.500 -2.205 0.008 0.790 -0.650 -0.431
C 1.152 3.885 -3.463 1.338 -0.404 0.580 -0.229
O 0.225 4.848 -3.156 -0.428 0.716 1.189 -0.188
C -0.387 5.348 -4.293 -0.369 0.557 -0.825 -0.111
N 1.042 3.256 -1.116 1.281 -1.813 1.173 0.070
H 3.456 2.494 -3.378 0.260 0.093 0.600 0.098
H 2.170 1.447 -2.878 0.302 0.527 0.620 0.083
H 3.325 2.003 -1.606 0.379 -0.211 -0.230 0.058
H 2.655 4.334 -1.973 -0.364 -0.092 -0.159 0.144
H 0.648 3.023 -3.908 0.097 -0.367 -0.084 0.117
H 1.881 4.309 -4.165 0.007 -0.272 -0.331 0.130
H 0.418 5.603 -5.037 -0.979 -0.263 0.215 0.104
H -0.914 6.269 -4.013 0.118 -0.229 -0.120 0.093
H -1.145 4.622 -4.675 0.635 0.428 -0.166 0.099
H 1.524 3.155 -0.183 -0.803 0.242 -1.387 0.082
H 0.370 3.967 -1.075 -1.066 1.223 0.266 0.053
C -3.725 1.704 -2.575 -0.616 0.989 0.803 -0.043
C -4.495 0.683 -1.743 0.693 -0.128 -0.276 -0.380
C -5.348 -0.247 -2.622 0.174 0.476 1.547 -0.223
O -6.067 0.460 -3.562 -0.575 0.578 -0.521 -0.170
C -6.663 -0.361 -4.536 -1.352 0.566 0.429 -0.088
N -3.582 -0.190 -0.998 -1.415 -1.341 -0.706 0.076
H -3.278 2.455 -1.881 -0.256 -0.371 -0.530 0.087
H -4.464 2.197 -3.223 0.528 0.085 -0.066 0.080
H -2.908 1.266 -3.128 0.076 -0.295 -0.361 0.052
H -5.062 1.238 -0.970 -0.283 -0.356 -0.640 0.133
H -5.990 -0.755 -1.921 -0.651 -0.567 0.306 0.126
H -4.747 -1.009 -3.098 0.660 -0.196 -0.232 0.096
H -7.730 -0.635 -4.329 0.744 0.033 0.431 0.099
H -6.089 -1.259 -4.650 0.327 -0.546 -0.508 0.066
H -6.742 0.249 -5.417 0.330 -0.030 -0.720 0.081
H -2.940 0.394 -0.552 1.450 0.911 0.963 0.031
H -3.068 -0.752 -1.678 0.062 0.036 0.247 0.053
C -1.150 0.895 -5.607 -0.997 -0.142 -1.593 -0.093
C 0.109 0.191 -5.185 0.344 0.659 -0.654 -0.320
O -0.040 -0.388 -3.907 0.387 0.260 0.379 -0.112
H -2.050 0.270 -5.602 0.234 -0.238 0.244 0.073
H -1.089 1.246 -6.653 0.251 -0.099 0.315 0.087
H -1.406 1.771 -5.036 0.205 0.395 0.598 0.050
H 0.927 0.966 -5.325 -0.356 -0.887 0.842 0.117
H 0.383 -0.628 -5.866 -0.258 0.211 0.173 0.111
H -0.367 0.264 -3.244 0.229 -0.159 -0.175 0.054
C 1.577 -3.083 4.895 0.844 0.930 -0.414 -0.078
C 1.187 -3.697 3.566 -0.956 -0.933 0.738 -0.280
O 0.585 -4.991 3.909 0.686 0.819 -0.057 -0.095
H 1.569 -1.973 4.929 0.021 -0.564 -0.421 0.073
H 2.579 -3.399 5.181 -0.015 -0.090 0.150 0.073
H 0.882 -3.398 5.642 -0.496 -0.364 0.495 0.064
H 1.997 -3.831 2.856 0.375 -0.026 0.068 0.098
H 0.420 -3.121 3.080 -0.387 0.524 -0.280 0.075
H 0.331 -5.413 3.091 -0.113 -0.231 -0.339 0.063
C -0.007 -0.138 0.622 -0.075 -1.904 -0.103 -0.049
C 0.102 -0.260 -0.880 -1.317 -0.311 0.113 -0.301
O -0.592 0.786 -1.515 -1.158 0.046 -1.144 -0.114
H -1.075 -0.107 0.871 0.221 0.414 0.179 0.067
H 0.577 0.666 1.066 -0.088 -0.041 0.033 0.061
H 0.315 -1.156 0.963 0.100 0.934 0.383 0.070
H -0.460 -1.174 -1.205 0.638 0.514 0.312 0.112
H 1.106 -0.361 -1.237 0.728 0.172 -0.208 0.079
H -0.120 1.615 -1.611 0.887 0.569 0.709 0.046
C -3.957 -3.976 -1.765 -0.774 0.443 -0.766 -0.022
C -2.496 -4.191 -2.169 -0.774 -0.478 -1.347 -0.488
C -2.317 -5.699 -2.489 1.462 0.572 0.906 -0.134
C -2.803 -6.087 -3.848 -1.491 -2.069 0.973 -0.217
C -2.089 -5.315 -4.850 -0.132 0.985 -2.580 -0.159
C -2.300 -3.802 -4.737 0.045 -0.331 0.591 -0.510
N -1.954 -3.400 -3.343 -0.034 -1.186 0.179 -0.047
O -2.293 -2.045 -3.160 -0.292 0.371 0.184 -0.063
C -1.343 -3.069 -5.659 -0.392 0.652 0.944 -0.016
C -3.726 -3.413 -5.063 -0.111 0.779 0.012 -0.024
C -1.677 -3.774 -1.013 0.715 -0.513 1.751 -0.054
H -4.160 -4.168 -0.708 0.339 0.043 -0.073 0.090
H -4.676 -4.579 -2.328 0.198 -0.138 -0.018 0.076
H -4.225 -2.950 -1.988 -0.142 0.360 0.279 0.059
H -1.242 -5.867 -2.363 0.160 -0.282 -0.395 0.118
H -2.757 -6.286 -1.698 -0.461 -0.080 0.342 0.120
H -3.899 -6.000 -3.824 0.089 0.546 -0.478 0.115
H -2.718 -7.175 -4.084 0.419 0.550 0.533 0.131
H -2.415 -5.621 -5.890 0.484 0.357 0.922 0.146
H -1.029 -5.517 -4.758 0.394 -0.114 -0.064 0.119
H -1.653 -3.250 -6.664 0.115 -0.170 -0.927 0.086
H -1.448 -1.999 -5.452 0.047 -0.141 -0.241 0.056
H -0.314 -3.333 -5.459 0.292 -0.255 -0.159 0.080
H -4.363 -3.693 -4.240 -0.387 0.272 0.228 0.063
H -3.747 -2.335 -5.262 -0.274 -0.069 0.452 0.081
H -4.159 -3.849 -5.940 0.129 -0.654 -0.717 0.083
H -0.613 -3.771 -1.246 0.064 -0.132 -0.039 0.070
H -1.880 -4.477 -0.171 0.335 0.382 -0.431 0.103
H -1.933 -2.791 -0.630 -0.180 0.192 -0.133 0.065
H -1.466 -1.568 -3.316 0.246 0.084 -0.144 0.062
C 7.267 1.013 0.971 0.683 0.320 0.514 -0.045
C 6.224 1.897 1.687 -0.701 -0.521 -1.476 -0.471
C 5.322 2.397 0.464 0.862 -0.052 1.177 -0.125
C 4.069 3.090 0.964 0.240 0.058 0.655 -0.166
C 3.288 2.056 1.766 -0.074 0.776 1.020 -0.134
C 4.061 1.593 3.036 2.023 1.580 -0.752 -0.484
N 5.356 1.018 2.508 -0.725 0.506 -1.279 -0.098
O 6.166 0.333 3.448 -0.534 0.153 0.330 -0.017
C 4.272 2.760 4.078 0.393 -0.614 -0.875 -0.002
C 3.283 0.538 3.676 -1.240 -0.363 0.814 -0.051
C 6.897 3.005 2.494 2.067 0.151 -0.278 -0.036
H 7.864 1.613 0.271 -0.104 0.016 0.271 0.095
H 6.843 0.214 0.392 -0.664 -0.204 -0.175 0.036
H 7.944 0.513 1.659 0.198 0.237 0.223 0.082
H 5.893 3.055 -0.162 0.633 0.652 -0.093 0.112
H 5.211 1.518 -0.183 -0.790 0.014 0.318 0.098
H 3.465 3.500 0.164 -0.025 0.108 -0.280 0.071
H 4.381 3.977 1.600 -0.503 -0.992 -0.631 0.126
H 3.061 1.195 1.164 0.311 -0.685 -0.521 0.100
H 2.283 2.384 2.060 0.438 0.448 0.098 0.080
H 4.819 3.613 3.668 -0.354 -0.156 0.082 0.056
H 3.336 3.089 4.496 -0.511 0.130 -0.024 0.056
H 4.856 2.382 4.908 0.246 -0.204 0.188 0.084
H 2.357 1.055 3.950 -0.163 -0.503 0.232 0.074
H 3.026 -0.237 2.955 0.147 -0.381 0.219 0.090
H 3.746 0.186 4.597 -0.003 -0.358 -0.185 0.096
H 7.043 2.707 3.543 -0.367 0.113 -0.279 0.086
H 6.402 3.969 2.422 -0.131 0.014 0.136 0.063
H 7.967 3.180 2.142 -1.290 -0.198 0.115 0.102
H 6.093 -0.557 3.088 0.218 -0.103 0.364 0.106
C -6.115 -0.449 3.599 0.581 0.045 -0.599 -0.001
C -4.746 0.063 2.989 0.230 -0.599 2.589 -0.528
C -3.760 0.596 4.032 -2.237 1.261 0.398 -0.175
C -3.262 -0.402 4.978 0.761 -2.053 1.297 -0.182
C -2.500 -1.466 4.173 -0.742 -0.140 0.107 -0.125
C -3.426 -2.122 3.142 -0.528 0.908 1.002 -0.509
N -3.960 -0.991 2.334 -1.540 -1.118 -0.981 -0.033
O -4.880 -1.572 1.352 0.823 0.171 0.092 -0.078
C -2.578 -2.933 2.222 -0.600 -1.723 0.604 -0.048
C -4.443 -3.053 3.894 -0.201 0.325 0.069 -0.018
C -5.004 1.141 2.010 -0.075 0.211 -1.135 -0.044
H -6.689 -0.878 2.763 0.283 -0.283 0.373 0.082
H -6.780 0.332 3.980 0.526 0.273 0.141 0.081
H -5.934 -1.191 4.388 -0.360 0.380 -0.402 0.052
H -2.950 0.979 3.468 1.041 0.605 -0.536 0.079
H -4.241 1.447 4.560 0.217 -0.305 -0.238 0.136
H -4.043 -0.917 5.570 0.072 0.487 -0.296 0.108
H -2.615 0.057 5.722 0.239 0.073 0.080 0.112
H -2.164 -2.355 4.708 0.552 0.468 0.624 0.126
H -1.688 -0.951 3.658 0.285 -0.270 -0.050 0.108
H -3.155 -3.232 1.366 -0.061 0.010 -0.522 0.059
H -1.728 -2.364 1.978 1.145 0.585 -0.776 0.048
H -2.266 -3.871 2.725 0.061 0.516 -0.157 0.100
H -5.351 -3.131 3.297 0.059 -0.281 -0.104 0.076
H -4.011 -4.066 4.050 -0.233 0.705 -0.119 0.090
H -4.781 -2.654 4.882 0.548 -0.388 -0.718 0.069
H -5.492 2.036 2.430 0.123 -0.486 -0.086 0.104
H -5.645 0.602 1.314 -0.212 0.852 -0.656 0.077
H -4.050 1.423 1.518 -0.584 -0.045 0.122 0.077
H -4.485 -1.240 0.521 -0.003 -0.040 -0.247 0.049
C 3.082 -5.353 -2.742 -0.850 -1.433 -1.498 -0.052
C 3.026 -3.928 -2.383 1.263 1.731 -0.150 -0.507
C 2.484 -3.960 -0.982 -0.053 0.333 1.244 -0.148
C 2.628 -2.611 -0.348 -0.982 0.507 0.243 -0.210
C 4.055 -2.201 -0.182 1.005 0.792 -0.625 -0.110
C 4.821 -2.187 -1.573 -1.070 0.769 0.052 -0.443
N 4.429 -3.433 -2.275 -0.683 -0.092 2.317 -0.146
O 5.236 -3.800 -3.295 0.685 0.151 -2.400 -0.024
C 4.361 -0.926 -2.364 -0.441 -0.478 -0.217 -0.027
C 6.345 -2.109 -1.428 -0.738 -0.194 -0.598 -0.021
C 2.164 -3.032 -3.350 0.635 -1.658 0.603 0.013
H 3.756 -5.915 -2.111 -0.107 -0.050 0.563 0.093
H 3.499 -5.510 -3.726 -0.246 -0.083 -0.598 0.079
H 2.029 -5.739 -2.694 1.016 -0.040 -0.121 0.108
H 1.419 -4.229 -1.025 0.321 -0.292 0.168 0.109
H 3.100 -4.661 -0.377 -0.685 -0.045 -0.492 0.140
H 2.060 -2.491 0.596 0.311 -0.223 -0.378 0.107
H 2.164 -1.954 -1.076 -0.173 0.491 0.353 0.059
H 4.566 -2.851 0.511 0.294 -0.498 0.190 0.113
H 4.076 -1.199 0.293 0.273 -0.233 -0.449 0.114
H 5.017 -0.065 -2.392 0.336 0.134 0.486 0.077
H 4.169 -1.160 -3.397 0.323 -0.345 -0.690 0.070
H 3.377 -0.627 -2.052 -0.372 0.512 0.498 0.042
H 6.610 -1.271 -0.773 -0.031 -0.580 0.163 0.056
H 6.693 -3.104 -1.131 0.387 0.457 0.183 0.095
H 6.734 -1.834 -2.416 0.211 -0.380 0.227 0.084
H 2.650 -2.791 -4.286 0.336 -0.456 -0.462 0.077
H 2.024 -2.073 -2.915 -0.746 0.647 0.421 0.033
H 1.242 -3.579 -3.545 -0.284 0.431 -0.079 0.076
H 4.951 -3.387 -4.160 0.152 -0.153 1.062 0.126
C 0.721 7.266 3.211 0.392 -0.519 0.635 -0.051
C 0.242 5.920 3.774 0.636 -0.862 0.367 -0.467
C -1.083 6.241 4.513 0.837 -0.588 -0.084 -0.160
C -1.857 5.013 4.881 -0.088 -0.208 -0.191 -0.186
C -2.106 4.172 3.626 0.130 -0.340 1.504 -0.140
C -0.852 3.672 2.899 0.905 0.752 0.145 -0.425
N -0.055 4.955 2.656 -0.933 0.202 -0.108 -0.078
O 1.079 4.741 1.797 -0.230 0.369 -0.029 -0.054
C -0.030 2.549 3.688 -2.425 0.563 0.204 0.015
C -1.372 3.217 1.531 0.665 1.128 -1.237 -0.036
C 1.358 5.366 4.787 -0.150 0.519 -0.674 -0.015
H 0.051 7.619 2.425 0.300 -0.113 -0.164 0.085
H 1.769 7.113 2.908 -0.381 0.589 -0.293 0.083
H 0.665 7.998 4.045 0.278 -0.365 -0.545 0.092
H -0.846 6.855 5.381 0.073 0.032 0.083 0.122
H -1.737 6.822 3.872 0.078 0.342 -0.369 0.119
H -2.790 5.360 5.339 -0.066 -0.456 -0.067 0.118
H -1.343 4.380 5.599 0.153 0.081 0.364 0.099
H -2.722 4.742 2.951 -0.212 0.113 -0.436 0.115
H -2.658 3.306 3.977 -0.322 -0.346 -0.333 0.101
H 0.948 2.428 3.281 0.470 -0.093 -0.368 0.015
H 0.074 2.855 4.748 -0.059 -0.281 -0.555 0.071
H -0.610 1.576 3.651 0.740 0.995 0.003 0.092
H -0.588 3.010 0.811 0.498 -0.337 0.173 0.042
H -2.040 2.378 1.459 -0.318 -0.460 0.696 0.056
H -1.880 4.074 1.044 -0.001 -0.316 0.479 0.100
H 0.928 4.692 5.539 0.245 0.089 -0.288 0.065
H 1.840 6.197 5.304 -0.435 0.265 0.285 0.072
H 2.255 4.918 4.300 -1.063 -0.119 -0.143 0.066
H 0.901 5.293 0.998 0.008 -0.569 1.037 0.115

***

21
Properties=species:S:1:pos:R:3:forces:R:3:lowdin_charge:R:1 method="wB97M-V/def2-TZVPD" total_energy_ha=-1954.295279 orbital_gap_ha=0.335 fmax_ev_per_a=2.0 total_charge=+1 multiplicity=1 e_lumo_ev=-3.29 homo_ev=-12.41
K -27.080 16.880 1.153 -0.110 -0.632 0.011 0.978
K -27.114 10.606 2.355 -0.082 0.435 -0.069 0.983
O -27.930 12.411 0.547 0.087 -0.227 0.548 -0.080
C -27.633 13.722 0.892 1.168 1.308 -0.860 -0.837
O -27.634 14.540 -0.070 -0.415 -0.176 0.108 -0.140
O -27.281 13.978 2.055 -0.503 -0.842 0.155 -0.058
H -27.929 12.348 -0.429 -0.136 0.007 0.138 0.056
C -27.801 13.434 -3.324 1.080 0.170 -0.719 0.050
N -28.540 12.208 -2.988 -0.055 0.034 0.373 -0.430
O -29.496 11.929 -3.646 -0.558 -0.042 -0.400 0.121
O -28.109 11.507 -2.080 0.167 0.006 0.340 0.029
H -26.993 13.592 -2.621 -0.218 -0.015 0.274 0.088
H -28.438 14.304 -3.425 -0.345 -0.207 0.149 0.108
H -27.359 13.206 -4.297 -0.107 0.157 0.006 0.114
C -31.487 12.590 0.800 1.326 0.674 -0.205 0.040
N -32.277 12.628 2.053 -0.786 0.217 -0.273 -0.454
O -31.960 13.447 2.891 0.320 0.001 0.018 0.065
O -33.205 11.860 2.158 0.004 -0.305 -0.066 0.082
H -32.036 12.509 -0.131 -0.625 -0.377 0.404 0.103
H -30.758 11.789 0.901 -0.193 -0.152 -0.064 0.091
H -30.924 13.521 0.760 -0.019 -0.034 0.132 0.090

***

16
Properties=species:S:1:pos:R:3:forces:R:3:lowdin_charge:R:1 method="wB97M-V/def2-TZVPD" total_energy_ha=-595.261799 orbital_gap_ha=0.337 fmax_ev_per_a=8.7 multiplicity=1 e_lumo_ev=0.35 homo_ev=-8.83 smiles="O=C(O)c1ccc(F)cc1O" relative_energy_kcal_mol=41.10
C -1.162 -0.942 1.327 -3.006 -0.515 3.414 -0.404
C -0.282 -0.114 0.480 -1.811 -2.033 -3.478 -0.104
C 0.566 0.800 0.958 2.025 1.086 -5.747 0.019
C 1.420 1.558 0.055 -1.017 -0.730 1.948 0.025
C 1.339 1.315 -1.279 -1.913 -1.971 1.213 -0.298
C 0.431 0.354 -1.786 0.723 1.876 8.219 0.099
C -0.461 -0.322 -0.955 5.235 3.557 2.035 -0.310
H -1.030 -2.560 2.413 -2.634 -1.547 3.036 0.061
H 0.377 0.929 1.902 0.362 1.429 5.483 0.073
H 2.104 2.313 0.377 0.183 0.277 0.469 0.107
H 0.380 0.318 -2.711 -0.642 -0.924 -8.640 0.045
H -1.690 -1.670 -0.651 1.204 1.347 -3.764 0.216
O -0.601 -2.151 1.736 2.471 3.267 -4.225 0.137
O -2.299 -0.626 1.734 3.088 -0.816 -1.441 0.103
O -1.208 -1.178 -1.504 -4.978 -4.893 2.570 0.118
F 2.116 1.976 -2.097 0.710 0.590 -1.093 0.113